Entry 1:
{
  "formula": "C29H49IrN3O2P2",
  "method": "ωB97M-V/def2-TZVPD",
  "total_charge": 1,
  "orbital_gap_ev": [6.50, 6.49],
  "species": ["Ir", "C", "C", "C", "P", "C", "C", "C", "C", "C", "C", "C", "C", "C", "C", "N", "C", "C", "C", "C", "C", "C", "C", "C", "C", "H", "H", "H", "H", "H", "H", "H", "H", "H", "H", "H", "H", "H", "H", "H", "H", "H", "H", "H", "H", "H", "H", "H", "H", "H", "H", "H", "H", "H", "H", "H", "N", "N", "C", "O", "O", "H", "H", "H", "C", "C", "P", "C", "C", "C", "C", "H", "H", "H", "H", "H", "H", "H", "H", "H", "H", "H", "H", "H", "H", "H"],
  "xyz": [[0.322, 0.082, -0.045], [1.737, -1.312, 3.501], [0.984, 0.022, 3.488], [0.524, 0.437, 4.889], [-0.295, 0.015, 2.176], [-1.499, 1.304, 2.656], [-2.755, 1.228, 1.785], [-0.833, 2.682, 2.509], [-1.064, -1.598, 2.280], [-1.411, -2.236, 3.473], [-1.799, -3.564, 3.498], [-2.100, -4.275, 4.790], [-1.867, -4.235, 2.273], [-1.574, -3.594, 1.085], [-1.161, -2.258, 1.079], [-0.790, -1.599, -0.118], [-1.425, -2.105, -1.311], [-2.825, -2.127, -1.401], [-3.715, -1.614, -0.303], [-3.427, -2.607, -2.562], [-2.700, -3.067, -3.645], [-3.373, -3.590, -4.885], [-1.315, -3.028, -3.545], [-0.669, -2.568, -2.405], [0.830, -2.682, -2.339], [2.670, -1.204, 4.055], [1.971, -1.647, 2.488], [1.146, -2.092, 3.979], [1.667, 0.789, 3.129], [-0.325, -0.144, 5.246], [0.257, 1.491, 4.933], [1.346, 0.273, 5.587], [-1.763, 1.121, 3.700], [-2.498, 1.249, 0.724], [-3.387, 2.095, 1.983], [-3.335, 0.333, 2.000], [-0.587, 2.877, 1.469], [0.084, 2.763, 3.097], [-1.521, 3.458, 2.847], [-1.375, -1.689, 4.407], [-1.800, -3.679, 5.651], [-1.576, -5.231, 4.831], [-3.166, -4.488, 4.879], [-2.145, -5.282, 2.256], [-1.615, -4.135, 0.147], [-3.214, -0.860, 0.291], [-4.018, -2.422, 0.367], [-4.618, -1.177, -0.728], [-4.510, -2.615, -2.612], [-4.432, -3.772, -4.710], [-2.910, -4.520, -5.215], [-3.284, -2.874, -5.704], [-0.715, -3.394, -4.371], [1.255, -2.754, -3.341], [1.118, -3.579, -1.786], [1.262, -1.832, -1.826], [-0.289, 0.349, -2.322], [-1.101, 1.493, -2.282], [-0.788, 2.480, -1.344], [-1.267, 3.582, -1.445], [0.004, 2.080, -0.386], [0.477, 0.462, -2.983], [-0.843, -0.454, -2.604], [-1.501, 1.826, -3.147], [4.116, 0.544, 2.132], [3.903, 0.789, 0.643], [2.597, -0.150, -0.234], [3.153, -1.888, -0.085], [4.040, -2.424, -1.210], [2.887, 0.454, -1.952], [4.312, 0.805, -2.391], [4.994, 1.095, 2.467], [4.289, -0.509, 2.355], [3.272, 0.882, 2.716], [4.827, 0.544, 0.113], [3.681, 1.845, 0.472], [2.256, -2.501, 0.007], [3.677, -1.964, 0.870], [3.569, -2.319, -2.186], [4.227, -3.485, -1.044], [5.007, -1.924, -1.235], [2.263, 1.347, -2.024], [2.463, -0.293, -2.627], [4.694, 1.670, -1.853], [4.298, 1.059, -3.451], [5.005, -0.023, -2.262]],
  "forces_ev_per_a": [[-2.49, -1.66, -1.56], [-0.03, 0.08, -0.03], [0.12, 0.03, 0.04], [0.00, -0.03, -0.06], [0.74, -0.16, 0.20], [0.06, 0.46, -0.64], [0.00, 0.00, 0.16], [0.02, -0.05, 0.23], [-0.16, 0.18, 0.56], [-0.04, 0.04, 0.00], [0.01, -0.04, 0.02], [-0.12, 0.02, -0.13], [0.02, 0.08, -0.02], [0.08, -0.12, -0.09], [-0.01, -0.78, -0.46], [0.14, 0.72, 0.29], [0.31, -0.30, -0.10], [-0.08, 0.28, -0.01], [-0.02, -0.09, -0.10], [-0.02, 0.00, 0.11], [-0.04, -0.07, -0.11], [0.08, 0.09, 0.04], [0.05, 0.01, -0.01], [0.01, -0.42, 0.23], [-0.17, -0.04, -0.05], [-0.01, 0.00, 0.00], [0.01, -0.04, 0.04], [0.00, -0.01, -0.01], [-0.14, 0.08, 0.08], [0.02, -0.02, 0.03], [-0.04, -0.02, 0.01], [-0.01, 0.02, 0.01], [0.06, -0.14, 0.00], [-0.04, 0.03, -0.01], [0.01, 0.00, 0.00], [-0.01, -0.02, -0.03], [-0.02, 0.04, 0.00], [-0.03, 0.04, 0.02], [0.00, -0.03, 0.06], [0.08, -0.02, 0.01], [0.00, -0.01, 0.00], [0.01, 0.01, 0.03], [0.00, 0.01, 0.03], [0.00, 0.01, -0.01], [-0.08, -0.04, 0.04], [0.00, 0.04, 0.03], [0.01, 0.02, 0.03], [0.00, -0.01, 0.01], [0.01, 0.01, 0.02], [0.00, -0.01, -0.01], [-0.02, -0.01, 0.00], [-0.02, 0.00, 0.00], [0.01, 0.01, 0.02], [0.01, -0.02, 0.02], [0.04, 0.02, 0.01], [0.06, -0.02, -0.04], [0.66, 0.09, 0.36], [-0.27, -0.06, 0.06], [0.15, -0.14, 0.01], [-0.03, 0.08, 0.05], [1.07, 0.75, 0.62], [-0.04, -0.01, 0.00], [-0.03, 0.02, 0.07], [0.10, -0.03, -0.05], [0.14, -0.08, -0.11], [-0.19, 0.07, 0.23], [-0.16, 1.23, -0.02], [-0.24, -0.22, 0.07], [0.04, 0.07, 0.05], [0.20, -0.08, -0.08], [-0.10, -0.06, -0.04], [0.00, 0.00, -0.01], [0.02, 0.01, 0.01], [0.13, 0.07, 0.04], [-0.03, 0.06, -0.09], [0.08, 0.01, -0.10], [0.01, 0.00, 0.05], [-0.01, 0.03, 0.02], [0.04, 0.00, 0.00], [0.00, 0.00, 0.00], [0.00, -0.01, -0.01], [0.00, 0.01, 0.03], [0.02, 0.02, -0.03], [0.01, -0.01, 0.00], [0.03, 0.02, 0.00], [0.03, 0.01, 0.00]],
  "mulliken_charge": [2.83, -1.63, 1.48, -1.47, -0.16, 0.56, -1.47, -1.41, 0.36, -0.64, 0.60, -1.74, -0.97, -0.63, -0.44, 0.44, -1.26, 1.53, -1.51, -0.99, 0.35, -1.65, -0.54, 0.88, -0.64, 0.52, 0.35, 0.39, -0.41, 0.17, 0.39, 0.51, 0.80, 0.11, 0.59, 0.29, 0.14, 0.29, 0.50, 0.32, 0.36, 0.39, 0.36, 0.43, 0.57, -0.17, 0.38, 0.57, 0.47, 0.39, 0.38, 0.31, 0.48, 0.49, 0.41, -1.04, -0.67, -0.44, 0.44, -0.68, -0.99, 0.39, 0.16, 0.29, -0.96, -0.96, 1.24, -0.32, -1.63, -0.65, -1.54, 0.47, 0.27, 0.19, 0.53, 0.58, 0.18, 0.69, 0.30, 0.44, 0.42, 0.43, 0.21, 0.35, 0.45, 0.24]
}

Entry 2:
{
  "formula": "C29H50BrClN5O3P",
  "method": "ωB97M-V/def2-TZVPD",
  "de_lowest_kj_mol": 0.00,
  "orbital_gap_ev": 8.32,
  "smiles": "COCCCCCCCCCc1cc(CC(=O)Br)c2nccnc2c1C[C@H](C)Cl.CN(C)P(=O)(N(C)C)N(C)C",
  "species": ["C", "O", "C", "C", "C", "C", "C", "C", "C", "C", "C", "C", "C", "C", "C", "C", "O", "Br", "C", "N", "C", "C", "N", "C", "C", "C", "C", "C", "Cl", "H", "H", "H", "H", "H", "H", "H", "H", "H", "H", "H", "H", "H", "H", "H", "H", "H", "H", "H", "H", "H", "H", "H", "H", "H", "H", "H", "H", "H", "H", "H", "H", "C", "N", "C", "P", "O", "N", "C", "C", "N", "C", "C", "H", "H", "H", "H", "H", "H", "H", "H", "H", "H", "H", "H", "H", "H", "H", "H", "H", "H"],
  "xyz": [[7.716, -1.976, 4.888], [8.102, -0.759, 5.477], [8.753, 0.108, 4.560], [7.748, 1.115, 3.939], [7.636, 0.928, 2.422], [6.374, 1.554, 1.782], [5.393, 0.491, 1.264], [4.812, -0.381, 2.400], [3.285, -0.361, 2.491], [2.803, 1.076, 2.772], [1.494, 1.122, 3.565], [0.343, 0.328, 2.984], [-0.197, -0.675, 3.829], [-1.245, -1.462, 3.463], [-1.813, -2.494, 4.408], [-0.735, -3.260, 5.132], [0.041, -4.014, 4.659], [-0.694, -2.943, 7.089], [-1.835, -1.299, 2.188], [-2.881, -2.102, 1.837], [-3.377, -1.856, 0.659], [-2.883, -0.846, -0.201], [-1.863, -0.093, 0.095], [-1.311, -0.313, 1.326], [-0.212, 0.498, 1.734], [0.308, 1.529, 0.762], [0.151, 2.979, 1.279], [-1.058, 3.675, 0.632], [1.605, 3.967, 0.908], [7.022, -1.837, 4.051], [7.214, -2.590, 5.633], [8.587, -2.540, 4.533], [9.499, 0.674, 5.116], [9.208, -0.484, 3.763], [8.061, 2.135, 4.161], [6.801, 0.933, 4.448], [7.681, -0.124, 2.132], [8.505, 1.418, 1.977], [5.883, 2.272, 2.442], [6.707, 2.096, 0.892], [5.992, -0.143, 0.604], [4.617, 0.954, 0.653], [5.182, 0.026, 3.345], [5.203, -1.399, 2.355], [3.023, -0.933, 3.386], [2.808, -0.761, 1.596], [2.784, 1.679, 1.868], [3.567, 1.530, 3.411], [1.222, 2.160, 3.767], [1.716, 0.693, 4.544], [0.235, -0.814, 4.813], [-2.445, -3.220, 3.899], [-2.447, -1.996, 5.141], [-4.217, -2.455, 0.324], [-3.376, -0.697, -1.154], [1.342, 1.325, 0.488], [-0.245, 1.484, -0.172], [-0.028, 2.937, 2.349], [-1.478, 4.361, 1.370], [-1.820, 2.955, 0.338], [-0.752, 4.307, -0.198], [-3.474, -1.036, -6.726], [-4.424, -1.498, -5.737], [-4.787, -2.898, -5.929], [-5.544, -0.631, -4.759], [-5.390, -1.358, -3.463], [-5.024, 0.925, -4.294], [-4.187, 1.758, -5.142], [-4.600, 1.072, -2.905], [-6.541, 0.030, -6.003], [-7.959, 0.003, -5.549], [-6.486, -0.349, -7.411], [-3.796, -1.252, -7.755], [-2.518, -1.555, -6.600], [-3.277, 0.029, -6.662], [-5.744, -3.010, -6.463], [-4.894, -3.405, -4.969], [-4.025, -3.425, -6.501], [-3.165, 1.369, -5.205], [-4.127, 2.763, -4.721], [-4.606, 1.867, -6.143], [-3.625, 0.602, -2.736], [-5.321, 0.625, -2.228], [-4.529, 2.126, -2.632], [-8.341, -1.019, -5.472], [-8.600, 0.557, -6.234], [-8.046, 0.478, -4.568], [-6.497, -1.428, -7.590], [-5.628, 0.110, -7.899], [-7.355, 0.065, -7.922]],
  "forces_ev_per_a": [[-0.09, -0.27, -0.07], [0.24, -0.10, 0.12], [-0.69, 0.62, 0.08], [0.34, -0.85, -0.16], [-0.43, 0.75, 0.06], [0.20, -0.21, -0.78], [0.50, -0.22, 0.47], [-0.04, 0.27, -0.21], [0.32, 0.68, 0.54], [0.35, -0.24, 0.15], [0.20, -0.05, -0.26], [-0.25, -0.25, 0.33], [-0.04, 0.16, -0.15], [-0.13, -0.48, 0.05], [-0.23, 0.24, 0.50], [0.32, -0.47, -0.21], [-0.28, 0.35, 0.16], [-0.02, 0.04, -0.11], [0.15, -0.11, 0.19], [0.21, 0.45, -0.29], [-0.33, -0.24, -0.02], [-0.03, -0.03, -0.18], [-0.23, -0.22, 0.27], [0.10, 0.18, 0.03], [0.24, 0.31, -0.27], [0.20, 0.46, -0.30], [-0.73, -0.46, -0.67], [0.16, 0.43, 0.74], [0.10, -0.03, 0.36], [0.02, 0.08, -0.03], [-0.01, 0.14, 0.13], [0.02, 0.05, -0.08], [0.22, -0.30, 0.04], [0.31, 0.06, 0.08], [-0.12, 0.06, 0.00], [-0.09, 0.12, -0.06], [0.05, -0.08, 0.19], [0.12, -0.21, -0.05], [0.01, -0.04, 0.10], [-0.11, 0.28, 0.12], [-0.22, -0.03, -0.20], [-0.09, -0.02, 0.06], [-0.03, -0.08, 0.08], [-0.15, -0.07, -0.14], [-0.26, -0.40, -0.31], [-0.06, -0.24, 0.09], [-0.11, 0.02, 0.01], [-0.06, 0.16, 0.00], [-0.09, 0.01, -0.13], [-0.06, -0.01, 0.03], [0.07, 0.05, 0.01], [0.16, -0.02, -0.22], [0.00, -0.02, 0.02], [0.00, -0.04, 0.02], [0.04, -0.02, -0.05], [0.06, -0.04, 0.23], [-0.02, -0.25, 0.01], [0.46, 0.33, 0.10], [-0.19, -0.01, -0.09], [-0.01, -0.01, -0.05], [-0.04, -0.32, -0.29], [-0.02, 0.07, -0.36], [-0.10, 0.12, -0.02], [-0.34, -0.12, 0.42], [4.88, 2.09, -1.08], [-2.90, -0.73, -0.52], [0.24, -0.11, 0.45], [-0.37, 0.21, -0.23], [0.10, -0.20, 0.24], [-2.24, -1.35, 0.99], [0.07, 0.41, 0.25], [0.28, -0.27, -0.16], [-0.07, 0.07, 0.02], [-0.01, 0.03, 0.14], [-0.08, -0.05, 0.04], [0.11, -0.11, -0.07], [0.01, 0.04, 0.00], [0.09, 0.13, -0.02], [0.03, 0.11, 0.01], [-0.05, -0.01, 0.04], [0.00, -0.18, -0.04], [0.04, 0.11, 0.08], [0.02, -0.12, -0.05], [0.04, 0.06, -0.26], [-0.08, 0.02, -0.05], [0.11, 0.07, -0.06], [0.08, -0.06, 0.01], [0.11, 0.04, -0.07], [0.18, -0.22, 0.10], [-0.09, 0.03, 0.19]],
  "mulliken_charge": [-0.47, -0.40, -0.72, -0.33, -0.77, -0.78, -0.95, -0.34, -0.84, 0.04, -1.72, 0.76, -0.27, 0.03, -0.66, 0.32, -0.45, -0.22, 0.16, -0.60, -0.81, 0.12, -0.32, -0.08, 0.67, -1.45, 0.56, -1.35, -0.22, 0.07, 0.29, 0.33, 0.33, 0.40, 0.40, 0.27, 0.38, 0.40, 0.36, 0.34, 0.44, 0.35, 0.13, 0.48, 0.43, 0.27, -0.10, 0.35, 0.45, 0.50, 0.38, 0.35, 0.38, 0.52, 0.28, 0.38, 0.64, 0.25, 0.35, 0.31, 0.37, -0.95, 0.20, -1.09, 0.46, -0.84, 0.21, -1.00, -1.20, 0.19, -1.10, -0.89, 0.43, 0.31, 0.24, 0.29, 0.25, 0.40, 0.35, 0.37, 0.25, 0.48, 0.33, 0.39, 0.38, 0.38, 0.33, 0.23, 0.23, 0.42]
}

Going through the records in order, we get E_tot values of -2236.0795, -5010.0479 a.u..